[1]
The following is a DFT calculation (wB97M-V/def2-TZVPD) of a molecular structure, C29H37N6RhSSi.

Structure (XYZ):
```
75
Properties=species:S:1:pos:R:3:lowdin_charge:R:1
Rh -0.2417 -0.2498 0.2461 0.94
C 1.1194 1.2665 3.1082 -0.02
C -0.0071 0.3672 3.4935 -0.30
C -0.2916 0.1596 4.8424 0.01
C -1.3707 -0.6264 5.1944 -0.01
C -2.1571 -1.1584 4.1844 0.02
C -1.8212 -0.9180 2.8539 -0.19
N -0.7401 -0.1803 2.5268 0.07
C -2.6334 -1.4180 1.7342 -0.19
C -3.8219 -2.1265 1.9141 0.03
C -4.5323 -2.5364 0.7998 0.00
C -4.0581 -2.2344 -0.4650 0.03
C -2.8536 -1.5394 -0.5910 -0.19
N -2.1826 -1.1584 0.5001 0.03
C -2.2469 -1.2203 -1.8962 -0.21
C -2.8250 -1.6545 -3.0878 0.01
C -2.2172 -1.3427 -4.2921 -0.01
C -1.0534 -0.6010 -4.2739 0.01
C -0.5208 -0.1933 -3.0519 -0.32
C 0.7305 0.6184 -3.0301 -0.02
N -1.1069 -0.5040 -1.8975 0.05
H 1.9451 1.1725 3.8067 0.10
H 0.7772 2.3015 3.1477 0.10
H 1.4690 1.0302 2.1035 0.03
H 0.3323 0.6188 5.5913 0.13
H -1.6028 -0.8110 6.2319 0.13
H -3.0098 -1.7587 4.4478 0.11
H -4.1952 -2.3588 2.8969 0.12
H -5.4529 -3.0866 0.9135 0.13
H -4.6252 -2.5383 -1.3279 0.12
H -3.7267 -2.2406 -3.0937 0.11
H -2.6413 -1.6778 -5.2251 0.13
H -0.5514 -0.3355 -5.1895 0.12
H 1.0611 0.8282 -4.0428 0.09
H 1.5200 0.0806 -2.5072 0.07
H 0.5480 1.5627 -2.5196 0.07
C 0.9499 5.4608 0.1007 -0.05
N 0.3332 4.1506 0.2324 -0.02
C -0.7722 3.6847 -0.3395 -0.76
S -1.2712 2.0680 -0.0080 0.66
N -1.5738 4.3442 -1.1707 -0.03
C -1.6361 5.7528 -1.5261 -0.05
H 1.8758 5.4607 0.6698 0.09
H 0.3099 6.2505 0.4960 0.09
H 1.1888 5.6703 -0.9411 0.09
H 0.7918 3.4997 0.8552 0.10
H -2.3739 3.7973 -1.4613 0.11
H -0.7315 6.0749 -2.0381 0.09
H -1.8087 6.3833 -0.6535 0.10
H -2.4713 5.8831 -2.2093 0.10
C 0.5973 -3.2166 -2.3261 -0.14
Si 1.4094 -2.9925 -0.6029 0.52
C 3.0176 -4.0135 -0.6733 -0.17
C 0.1893 -3.7383 0.6667 -0.15
N 1.5255 -1.2741 -0.2224 -0.10
C 2.5907 -0.5023 0.0497 -0.36
C 2.4622 0.9119 -0.0325 -0.09
C 3.5116 1.7448 0.2810 -0.06
C 4.7414 1.2214 0.6690 -0.02
C 4.8911 -0.1580 0.7457 -0.03
C 3.8512 -1.0089 0.4463 0.02
H 0.7636 -4.2440 -2.6319 0.04
H 1.0125 -2.5732 -3.0934 0.03
H -0.4752 -3.0667 -2.2857 0.01
H 2.7645 -5.0026 -1.0455 0.04
H 3.4879 -4.1570 0.2942 0.03
H 3.7514 -3.5951 -1.3561 0.04
H -0.0076 -4.7693 0.3930 0.04
H -0.7610 -3.2117 0.6640 -0.01
H 0.5855 -3.7318 1.6766 0.03
H 1.5001 1.3097 -0.3687 0.05
H 3.3907 2.8145 0.2071 0.11
H 5.5606 1.8801 0.9083 0.12
H 5.8390 -0.5707 1.0480 0.12
H 3.9746 -2.0739 0.5360 0.09
```

Multiplicity: 5
HOMO (spin up / spin down) (eV): -13.47 / -13.77
Charge: +2

[2]
The following is a DFT calculation (wB97M-V/def2-TZVPD) of a molecular structure, C30H46AsIN4O5Si3Y.

Structure (XYZ):
```
91
Properties=species:S:1:pos:R:3:lowdin_charge:R:1
Y 0.3651 0.7133 -0.5949 1.24
C 1.6273 1.0100 2.6490 -0.18
N 0.8452 1.5143 1.5107 -0.11
C 0.5974 2.7988 1.5467 -0.11
C -0.0603 3.4789 0.5076 -0.34
C -0.4295 4.8264 0.4233 -0.02
C -0.9886 5.0051 -0.8363 -0.06
C -0.9397 3.7653 -1.4718 -0.14
N -0.3946 2.8244 -0.6777 -0.10
C 1.0261 1.2899 4.0154 -0.22
C -0.3433 1.4540 4.1954 -0.06
C -0.8661 1.6907 5.4585 -0.07
C -0.0244 1.7679 6.5575 -0.08
C 1.3432 1.6217 6.3834 -0.07
C 1.8652 1.3857 5.1206 -0.04
H 2.6285 1.4475 2.6050 0.11
H 1.7534 -0.0709 2.5253 0.10
H 0.9134 3.3912 2.4055 0.16
H -0.2880 5.5676 1.1946 0.11
H -1.3941 5.9131 -1.2512 0.10
H -1.2622 3.5355 -2.4769 0.11
H -1.0116 1.4195 3.3452 0.08
H -1.9340 1.8253 5.5784 0.11
H -0.4328 1.9516 7.5425 0.11
H 2.0076 1.7096 7.2334 0.11
H 2.9364 1.2855 4.9866 0.12
N 4.6297 -0.8454 0.2153 0.22
C 3.3284 -1.1184 0.1577 -0.64
O 2.5196 -0.3571 -0.3777 -0.08
C 2.8885 -2.4244 0.7604 -0.53
I 3.1070 -3.9386 -0.7487 0.93
H 4.9943 -0.0034 -0.2005 0.13
H 5.2867 -1.4751 0.6420 0.13
H 1.8336 -2.3875 1.0128 0.02
H 3.4823 -2.7203 1.6198 0.06
C -3.0322 -4.5230 -0.4555 -0.19
Si -1.2593 -3.9120 -0.6420 0.35
C -0.3001 -4.6060 0.8391 -0.23
C -0.5465 -4.5117 -2.2818 -0.23
As -1.1857 -1.4694 -0.6950 0.79
Si -2.4960 -1.0274 -2.6846 0.36
C -4.1671 -1.9052 -2.5598 -0.20
C -2.8198 0.8273 -2.6580 -0.20
C -1.6165 -1.6005 -4.2376 -0.18
Si -2.5584 -0.9961 1.2180 0.33
C -4.2164 -1.8582 1.5025 -0.20
C -2.9074 0.8654 1.2299 -0.21
C -1.3630 -1.4882 2.6033 -0.21
H -3.0388 -5.6155 -0.4522 0.05
H -3.6651 -4.1884 -1.2747 0.01
H -3.4734 -4.1854 0.4803 0.01
H 0.0128 -5.6267 0.6085 0.04
H -0.9390 -4.6510 1.7228 0.03
H 0.5968 -4.0416 1.0943 -0.03
H -0.2805 -5.5688 -2.2180 0.04
H 0.3471 -3.9573 -2.5704 0.00
H -1.2904 -4.4041 -3.0726 0.02
H -4.5529 -1.9132 -1.5396 0.00
H -4.1033 -2.9336 -2.9179 0.02
H -4.8936 -1.3867 -3.1893 0.04
H -3.4524 1.1307 -1.8224 0.03
H -3.3144 1.1335 -3.5825 0.05
H -1.8789 1.3736 -2.6069 -0.02
H -1.2395 -2.6196 -4.1560 0.01
H -0.7867 -0.9406 -4.4792 0.01
H -2.3121 -1.5648 -5.0798 0.05
H -4.7889 -1.9929 0.5841 0.01
H -4.8149 -1.2394 2.1747 0.04
H -4.0936 -2.8317 1.9775 0.03
H -3.7609 1.0955 0.5895 0.03
H -2.0621 1.4708 0.8874 -0.01
H -3.1617 1.1978 2.2389 0.04
H -1.1873 -2.5669 2.5893 0.01
H -1.7356 -1.2234 3.5940 0.04
H -0.3953 -0.9966 2.4723 0.00
O 0.6224 1.0249 -4.8457 0.10
C 1.0739 1.0533 -3.7231 -0.55
O 0.5496 0.4786 -2.6755 -0.24
C 2.3833 1.7603 -3.4445 -0.10
C 3.3191 1.9719 -4.4496 0.02
C 4.5538 2.5280 -4.1486 -0.03
C 4.8762 2.8703 -2.8451 0.02
C 3.9311 2.6720 -1.8502 -0.13
C 2.6841 2.1429 -2.1528 0.02
N 4.2583 2.9693 -0.4605 -0.34
O 5.2941 3.5535 -0.2280 0.11
O 3.4471 2.6518 0.3994 0.05
H 3.0680 1.6901 -5.4639 0.13
H 5.2743 2.6842 -4.9394 0.12
H 5.8409 3.2894 -2.5959 0.13
H 1.9472 2.0595 -1.3639 0.05
```

HOMO (eV): -10.56
Charge: +1

[3]
The following is a DFT calculation (wB97M-V/def2-TZVPD) of a molecular structure, C42H55GeMoN4Sb2.

Structure (XYZ):
```
105
Properties=species:S:1:pos:R:3:lowdin_charge:R:1
Mo 0.5797 -0.6428 -0.4158 0.68
C -0.3462 0.6488 3.4314 -0.27
Sb -0.7008 -0.9656 2.0388 1.32
C -2.8133 -1.2615 2.0454 -0.26
C 0.2280 -2.7147 3.0992 -0.29
C -0.6680 -3.8782 3.2506 -0.31
C -1.2833 -4.1284 4.4521 -0.05
C -2.0159 -5.2722 4.7353 -0.09
C -2.1755 -6.1757 3.7592 -0.09
C -1.6840 -5.8843 2.4632 -0.02
C -0.8224 -4.8072 2.1729 -0.29
C 0.0664 -4.7911 1.0300 -0.30
Sb -0.3455 -3.2438 -0.5299 1.29
C 0.1811 -4.2799 -2.3785 -0.31
C -2.4511 -3.3015 -1.0667 -0.28
H 0.5345 1.1982 3.2376 -0.02
H -0.2255 0.2026 4.4336 0.01
H -1.2426 1.3270 3.4455 0.01
H -3.2318 -0.4492 2.6375 0.01
H -2.9791 -2.2132 2.5147 -0.01
H -3.2715 -1.2697 1.0120 0.02
H 0.4965 -2.2518 4.0332 0.04
H 1.1946 -2.9826 2.6649 0.05
H -1.1445 -3.3573 5.1731 0.11
H -2.2717 -5.5172 5.7445 0.11
H -2.7103 -7.1084 3.9778 0.12
H -2.0789 -6.5410 1.7301 0.10
H 0.0439 -5.7486 0.4743 0.07
H 1.1141 -4.6397 1.2742 0.06
H 1.1439 -3.9566 -2.8124 -0.02
H -0.6069 -4.0259 -3.1099 0.01
H 0.1738 -5.3689 -2.2296 0.01
H -2.7663 -2.3477 -1.4395 -0.03
H -3.0302 -3.6214 -0.1629 0.02
H -2.6418 -4.0507 -1.8260 0.00
N 0.6454 -0.3527 -6.7842 0.12
C 0.5846 -0.5926 -5.4095 -0.26
C 1.5065 -1.4061 -4.6365 -0.01
C 1.4460 -1.3864 -3.2448 -0.18
N 0.4623 -0.7303 -2.5218 -0.17
C -0.4420 0.0421 -3.2885 -0.13
C -0.4088 0.1257 -4.6680 -0.02
H 1.4328 -0.5372 -7.3144 0.07
H -0.2707 -0.3714 -7.2576 0.12
H 2.2528 -2.0686 -5.0554 0.11
H 2.2559 -1.9396 -2.7136 0.11
H -1.2590 0.5543 -2.7476 0.08
H -1.2374 0.6903 -5.2500 0.15
C 6.8964 1.1101 0.1224 -0.08
C 6.0757 -0.0571 -0.3470 -0.25
N 4.8076 -0.2277 0.3970 -0.09
C 4.8781 -1.0354 1.6123 -0.22
C 4.3280 -0.3437 2.8936 -0.05
C 3.5342 0.0297 -0.1132 -0.37
C 3.4021 1.2513 -0.9228 0.00
N 2.4665 -0.6527 0.3273 -0.09
H 6.9048 1.1954 1.2426 0.10
H 6.4290 1.9932 -0.3909 0.09
H 7.9120 0.9917 -0.2720 0.08
H 6.6913 -1.0249 -0.2392 0.14
H 5.8642 -0.0683 -1.4491 0.12
H 5.8807 -1.4003 1.7669 0.11
H 4.4099 -2.0076 1.4154 0.11
H 5.1052 0.3310 3.2972 0.08
H 4.1760 -1.0822 3.6554 0.06
H 3.3510 0.1436 2.7471 0.07
H 3.5861 2.0442 -0.2553 0.09
H 2.4412 1.3443 -1.4309 0.05
H 4.1954 1.2653 -1.7119 0.10
H 2.7938 -1.5041 0.8001 0.05
C -0.3513 0.9141 -0.3888 -0.48
Ge -1.5185 2.4671 -0.3660 0.88
C -1.5823 3.2709 1.4505 -0.27
C -2.7933 3.2211 2.2178 -0.12
C -2.8943 3.9559 3.3960 -0.10
C -1.7978 4.6310 3.9130 -0.10
C -0.6125 4.6856 3.1957 -0.09
C -0.4734 3.9328 2.0364 -0.12
C -3.3699 1.9222 -0.8804 -0.28
C -3.7400 0.6439 -1.2839 -0.16
C -4.9750 0.3245 -1.7216 -0.12
C -5.9895 1.2731 -1.6978 -0.08
C -5.6994 2.5651 -1.2399 -0.06
C -4.3689 2.8369 -0.8994 -0.14
C -0.7680 3.7247 -1.6153 -0.30
C 0.1496 3.4341 -2.6224 -0.11
C 0.7967 4.4279 -3.3373 -0.09
C 0.4840 5.7538 -3.1143 -0.10
C -0.4732 6.0691 -2.1817 -0.05
C -1.1256 5.0292 -1.4036 -0.10
H -3.7044 2.7678 1.7536 0.10
H -3.8778 4.0710 3.9039 0.12
H -1.7873 5.1643 4.8388 0.10
H 0.2124 5.3417 3.5588 0.12
H 0.4697 3.8880 1.5212 0.10
H -2.9486 -0.1372 -1.2127 0.07
H -5.1901 -0.7424 -2.0006 0.12
H -7.0092 0.9805 -2.1065 0.13
H -6.4148 3.3206 -1.0039 0.10
H -4.1228 3.8677 -0.6045 0.11
H 0.3186 2.3864 -2.8788 0.07
H 1.4668 4.2013 -4.1504 0.10
H 0.9888 6.5363 -3.6607 0.10
H -0.8376 7.0567 -1.8821 0.11
H -1.8078 5.3115 -0.6462 0.08
```

Multiplicity: 3
HOMO (spin up / spin down) (eV): -7.92 / -9.33
Charge: +1

Ordered relative energy (zero: lowest compared OMol25 entry of this formula, charge and spin) results: 0.325; 1.217; 0.710; unit eV.
Ordered total energy results: -2253.60369; -5206.27114; -4477.63245; unit hartree.